{"formula": "C6H9N", "method": "ωB97M-V/def2-TZVPD", "total_energy_ev": -7854.5862, "e_above_lowest_ev": 3.573, "species": ["C", "N", "C", "C", "C", "C", "C", "H", "H", "H", "H", "H", "H", "H", "H", "H"], "positions_angstrom": [[1.940726, -0.539105, -0.031455], [0.879602, 0.451628, -0.027176], [-0.144919, 0.503761, 1.016200], [-1.035249, 1.377854, -0.188063], [-0.243659, 0.291721, -0.960294], [-1.060114, -0.903249, -0.464952], [-0.986877, -0.768250, 0.861442], [1.596885, -1.582644, -0.103768], [2.580839, -0.316867, -0.893922], [2.560893, -0.436213, 0.867371], [0.225793, 0.696995, 2.042861], [-0.933876, 2.385708, -0.647918], [-2.102554, 1.180074, -0.054248], [0.026751, 0.384360, -2.013552], [-1.749521, -1.472039, -1.074107], [-1.567605, -1.259166, 1.635942]], "atomic_forces_ev_per_a": [[0.05, -0.08, 0.00], [-0.02, -0.02, -0.24], [-0.22, 0.40, -0.03], [0.04, -0.05, 0.37], [-0.11, -0.09, -0.47], [0.05, -0.30, 0.08], [-0.07, -0.06, -0.21], [-0.03, 0.13, 0.07], [-0.08, -0.15, 0.15], [-0.19, 0.04, -0.13], [-0.53, 0.62, -0.62], [0.71, -0.19, 1.20], [0.26, 0.03, -0.15], [-0.33, -0.01, 0.02], [0.25, -0.29, 0.10], [0.23, 0.02, -0.13]], "nbo_charge": [-0.427, -0.425, -0.064, -0.340, -0.122, -0.211, -0.257, 0.180, 0.202, 0.203, 0.212, 0.212, 0.193, 0.206, 0.219, 0.220]}